ORCA calculation (ωB97M-V/def2-TZVPD) on C17H38CsNO6P as an isolated structure in a non-equilibrium geometry.

Computed properties:
HOMO energy = -0.435 Ha
E = -41850.86871 eV
gap between HOMO and LUMO = 8.26 eV
net charge = +1

XYZ file:
```
64
Properties=species:S:1:pos:R:3:mulliken_charge:R:1
C 3.7266 -3.3015 -1.1491 -0.59
O 4.4390 -3.7512 -0.0200 -0.43
C 4.2042 -2.9832 1.1323 -0.33
C 2.7409 -2.9963 1.6231 -1.19
C 1.9101 -1.7747 1.2298 -0.26
C 2.4915 -0.4372 1.7273 -2.37
C 3.2545 0.3889 0.6134 -0.56
C 2.8863 1.9096 0.6784 -0.63
C 2.7550 2.5574 -0.7110 -1.15
C 1.2944 2.5484 -1.1831 -0.88
C 0.8438 1.1088 -1.4097 0.41
C -0.5804 0.9833 -1.9788 -0.76
C -1.0604 -0.4577 -1.7243 0.33
C -2.1016 -0.9680 -2.7305 -0.77
O -3.2022 -1.6695 -2.1065 -0.43
P -4.2797 -0.8054 -1.2789 0.86
O -5.6014 -1.2968 -1.6045 -0.79
O -4.0564 0.7405 -1.5880 -0.01
C -4.8368 1.2224 -2.7017 -0.83
O -3.9459 -1.0987 0.2615 -0.28
C -4.2363 -0.0290 1.1858 -1.03
C -2.9560 0.4267 1.9121 1.09
O -2.8682 -0.1666 3.2027 -0.57
C -2.8522 1.9477 2.0180 -0.54
N -1.4308 2.3345 1.8962 -0.42
H 4.0602 -3.8997 -1.9909 0.31
H 2.6510 -3.4585 -1.0611 0.22
H 3.9334 -2.2535 -1.3897 0.20
H 4.5903 -1.9593 1.0254 0.24
H 4.8106 -3.4470 1.9087 0.31
H 2.7730 -3.1108 2.7077 0.48
H 2.2795 -3.9001 1.2310 0.45
H 1.7011 -1.7605 0.1652 0.00
H 0.9375 -1.8908 1.7104 0.26
H 1.6117 0.1740 2.0580 0.97
H 3.2214 -0.6244 2.5815 1.53
H 3.0568 0.0101 -0.3782 0.12
H 4.3401 0.2895 0.8084 0.67
H 1.9368 2.0676 1.1888 0.29
H 3.6864 2.4147 1.2232 0.56
H 3.0923 3.5898 -0.6290 0.34
H 3.3856 2.0699 -1.4519 0.45
H 0.6586 2.9599 -0.4030 0.28
H 1.1629 3.1299 -2.0935 0.44
H 1.5032 0.5829 -2.1039 0.31
H 0.8228 0.5667 -0.4628 -0.38
H -0.6206 1.2585 -3.0298 0.53
H -1.1860 1.6803 -1.3994 0.21
H -0.1743 -1.0907 -1.7999 0.36
H -1.4026 -0.5489 -0.6980 -0.26
H -2.4222 -0.1980 -3.4261 0.19
H -1.6061 -1.7270 -3.3284 0.37
H -4.8290 2.3059 -2.6340 0.26
H -4.3768 0.9595 -3.6506 0.29
H -5.8693 0.8984 -2.6656 0.38
H -4.7948 0.7893 0.7417 0.47
H -4.8772 -0.4590 1.9530 0.37
H -2.1107 0.0236 1.3617 -0.65
H -3.4610 0.3048 3.8036 0.43
H -3.3906 2.4042 1.1903 0.38
H -3.2654 2.3136 2.9601 0.33
H -1.2244 3.1396 2.4757 0.25
H -0.8718 1.5640 2.2462 0.16
Cs 3.7296 0.3994 3.9607 0.99
```